{"formula": "C19H21F3N4O2", "method": "ωB97M-V/def2-TZVPD", "symbols": ["N", "H", "C", "H", "H", "H", "C", "C", "C", "C", "C", "H", "C", "H", "H", "F", "H", "H", "H", "F", "H", "H", "H", "C", "N", "H", "C", "C", "O", "H", "C", "N", "C", "C", "C", "H", "C", "O", "C", "N", "H", "H", "H", "C", "C", "F", "H", "H", "C"], "positions_angstrom": [[0.86, 0.74, -0.40], [0.26, 2.71, -2.16], [-1.17, 1.10, -2.41], [-7.56, 0.07, 1.53], [6.75, 1.26, 0.66], [-1.62, 0.06, -0.09], [-4.36, -0.87, 1.74], [-0.56, 2.25, -1.59], [5.69, 1.04, 0.69], [-6.68, -0.04, 2.17], [1.49, 0.16, 0.76], [1.60, 0.80, -2.36], [0.00, 1.79, -0.27], [-2.19, 0.91, -2.07], [1.30, -0.92, 0.78], [6.25, -1.81, -0.93], [5.09, 3.07, 0.95], [-1.83, -1.86, 1.50], [-0.16, -0.61, -3.31], [7.49, -1.06, 0.66], [-2.23, -2.81, 0.04], [3.57, -1.60, 0.50], [-6.92, -0.70, 3.00], [-3.72, -1.40, 0.64], [-5.84, -0.90, 0.09], [-1.24, 1.42, -3.45], [4.76, 2.05, 0.85], [2.97, 0.44, 0.76], [-0.27, 2.29, 0.80], [1.02, 0.62, 1.64], [-0.98, -1.30, -1.49], [-5.63, -0.59, 1.36], [-0.33, -0.18, -2.32], [-2.30, -1.83, 0.51], [-4.71, -1.39, -0.37], [-4.62, -1.72, -1.38], [5.25, -0.27, 0.56], [-0.92, -2.46, -1.85], [3.41, 1.75, 0.89], [-1.57, -0.91, -0.35], [-4.01, -0.68, 2.73], [-6.39, 0.94, 2.56], [1.61, -0.79, -1.57], [1.04, 0.13, -1.69], [3.89, -0.57, 0.59], [5.93, -2.48, 1.09], [-1.31, 3.03, -1.40], [2.68, 2.54, 1.02], [6.23, -1.39, 0.36]], "homo_energy_ev": -9.09, "total_energy_ha": -1405.7794, "multiplicity": 1, "max_force_ev_per_a": 0.8, "total_charge": 0, "smiles": "Cn1cc(CNC(=O)[C@H]2CCC(=O)N(Cc3cccc(C(F)(F)F)c3)C2)cn1", "lumo_energy_ev": 0.60, "gap_ev": 9.686, "e_above_lowest_kcal_mol": 8.47}

=====

{"formula": "C19H21F4Si", "method": "ωB97M-V/def2-TZVPD", "symbols": ["H", "C", "H", "F", "C", "C", "H", "C", "C", "H", "H", "H", "C", "F", "H", "C", "C", "C", "H", "H", "H", "C", "C", "C", "C", "C", "C", "F", "H", "H", "H", "H", "H", "H", "H", "C", "Si", "H", "H", "C", "H", "C", "H", "C", "F"], "positions_angstrom": [[0.71, 1.01, 1.35], [-0.64, 1.83, -0.21], [-0.49, 4.96, -0.61], [2.90, -3.45, 4.17], [4.00, -1.49, 1.32], [0.54, -2.70, -0.01], [-1.25, 0.86, 2.98], [4.07, -2.13, 2.57], [1.81, -2.38, 0.81], [4.89, -1.97, 3.26], [1.85, -0.83, -1.90], [0.95, -3.54, 2.45], [-2.30, 2.54, 2.04], [5.06, -0.68, 0.96], [-4.10, 3.99, -0.39], [-0.78, 4.71, 0.42], [-1.29, -2.57, -3.33], [1.81, -2.97, 2.09], [0.14, 4.49, 0.98], [-3.32, 2.19, 2.26], [-1.93, 0.54, 1.35], [2.90, -1.56, 0.45], [-0.52, -1.80, -4.21], [2.94, -2.86, 2.92], [-0.94, -2.80, -2.00], [0.60, -1.21, -3.63], [-1.40, 1.29, 1.98], [-2.48, -3.09, -3.80], [-0.31, -2.40, 0.58], [-3.04, 3.49, -1.77], [0.04, 2.29, -0.96], [-3.87, 2.24, -0.76], [2.90, -0.99, -0.47], [-0.85, -1.57, -5.22], [0.34, -3.81, 0.05], [-0.19, 1.60, 1.16], [-1.89, 3.21, 0.33], [-1.24, 1.00, -0.68], [-1.58, -3.44, -1.38], [0.25, -2.26, -1.47], [-1.98, 3.16, 2.88], [-3.38, 3.23, -0.75], [-1.26, 5.59, 0.87], [0.99, -1.37, -2.28], [1.35, -0.35, -4.41]], "homo_energy_ev": -11.85, "total_energy_ha": -1425.2062, "multiplicity": 1, "max_force_ev_per_a": 6.0, "total_charge": 1, "lumo_energy_ev": -7.00, "gap_ev": 4.850, "e_above_lowest_kcal_mol": 38.57}

=====

{"formula": "C19H21FN2O3S", "method": "ωB97M-V/def2-TZVPD", "symbols": ["H", "H", "C", "C", "H", "H", "C", "C", "S", "C", "H", "H", "H", "O", "H", "C", "C", "O", "H", "O", "H", "H", "C", "C", "H", "C", "C", "N", "C", "C", "C", "F", "H", "H", "C", "H", "H", "H", "C", "H", "H", "C", "H", "H", "C", "N", "C"], "positions_angstrom": [[-1.11, -0.20, -4.98], [1.25, 0.74, -1.30], [-0.69, 0.98, -1.78], [1.83, -1.09, 0.72], [2.23, 2.65, -0.08], [-2.90, -1.12, -2.69], [0.75, 3.34, 4.27], [1.61, -1.14, 2.09], [1.33, -1.79, -1.90], [-1.09, -2.24, -3.01], [-2.17, 0.10, 1.96], [-2.46, 0.93, 0.43], [-0.33, -3.48, -0.30], [1.60, -3.10, -2.42], [-2.14, 0.79, -3.92], [0.64, 2.74, 2.90], [0.19, -2.82, 0.38], [-1.77, 1.50, -1.64], [-2.79, -1.83, -4.31], [2.27, -0.72, -2.14], [2.57, -0.43, 0.30], [-0.75, -3.57, 2.17], [-1.71, 0.43, 1.03], [1.60, 2.99, 1.93], [1.77, 3.65, 4.49], [-0.35, 0.04, -2.96], [1.48, 2.45, 0.67], [-0.17, -1.29, -2.40], [0.39, 1.65, 0.35], [-0.43, 1.92, 2.57], [-1.50, -0.09, -3.96], [0.43, -2.06, 3.89], [2.45, 3.62, 2.17], [-0.59, -2.77, -3.83], [1.11, -1.92, -0.12], [-1.42, -2.97, -2.27], [0.10, 4.21, 4.35], [-1.37, -0.44, 0.47], [-2.22, -1.36, -3.51], [0.43, 2.62, 5.03], [2.14, -0.49, 2.76], [-0.57, 1.35, 1.31], [-1.17, 1.70, 3.33], [0.58, 0.38, -3.43], [-0.04, -2.88, 1.74], [0.36, 1.08, -0.95], [0.66, -2.02, 2.57]], "homo_energy_ev": -8.53, "total_energy_ha": -1569.9294, "multiplicity": 1, "max_force_ev_per_a": 0.8, "total_charge": 0, "smiles": "Cc1ccc(NC(=O)[C@@H]2CCCN2S(=O)(=O)c2ccc(F)cc2)c(C)c1", "lumo_energy_ev": 0.66, "gap_ev": 9.189, "e_above_lowest_kcal_mol": 0.00}

=====

{"formula": "C19H21FN3O6", "method": "ωB97M-V/def2-TZVPD", "symbols": ["H", "C", "C", "H", "H", "H", "C", "O", "N", "O", "O", "H", "H", "H", "C", "H", "C", "H", "C", "N", "H", "H", "C", "H", "O", "H", "C", "C", "C", "C", "C", "C", "C", "H", "H", "H", "N", "C", "H", "H", "C", "O", "H", "C", "H", "H", "F", "O", "C", "C"], "positions_angstrom": [[-1.94, -2.68, 3.54], [-0.24, 2.05, -1.04], [3.17, 0.94, -3.18], [3.16, -2.69, -2.32], [1.76, 0.09, 0.28], [4.17, -2.58, -0.84], [-1.33, -0.22, 5.94], [3.53, -0.44, -3.19], [-0.56, 3.30, -1.16], [-1.24, -0.16, 7.15], [4.81, -0.13, -1.38], [-2.60, 1.37, -0.69], [-0.72, 3.89, -0.35], [-0.69, 3.65, -2.09], [4.09, -2.34, -1.88], [2.91, 1.27, -1.09], [4.19, -0.86, -2.09], [-1.60, -2.19, 7.07], [-1.16, 0.93, 5.06], [0.14, 1.41, 0.07], [-0.52, -1.08, -3.56], [-1.32, 1.33, 1.99], [-3.60, -0.37, -1.35], [0.31, -0.74, -0.09], [-1.70, -0.62, 1.91], [-4.44, -0.16, -0.71], [-1.61, -1.57, 5.32], [-1.37, -0.85, -2.93], [-2.45, -1.73, -2.94], [-1.39, 0.27, -2.11], [0.86, 0.17, -0.32], [2.31, 1.34, -1.99], [-1.74, -1.72, 3.99], [-0.94, 1.88, 5.51], [-4.41, -2.18, -2.14], [2.62, 1.12, -4.10], [-0.23, 1.15, -2.11], [-1.60, -0.58, 3.12], [-2.43, -2.61, -3.57], [1.21, -0.46, -2.37], [-3.57, -1.51, -2.15], [-1.16, 1.75, 2.85], [4.04, 1.60, -3.21], [-2.52, 0.51, -1.33], [2.09, 2.40, -2.10], [4.88, -2.80, -2.47], [0.79, 2.19, 1.00], [-1.73, -2.57, 6.17], [-1.29, 0.76, 3.74], [1.07, 0.46, -1.82]], "homo_energy_ev": -11.93, "total_energy_ha": -1451.8762, "multiplicity": 1, "max_force_ev_per_a": 1.5, "total_charge": 1, "lumo_energy_ev": -3.91, "gap_ev": 8.016}

=====

{"formula": "C19H21FeN", "method": "ωB97M-V/def2-TZVPD", "symbols": ["H", "H", "C", "C", "H", "H", "C", "H", "C", "C", "Fe", "C", "H", "C", "H", "H", "H", "H", "C", "H", "C", "H", "H", "C", "H", "H", "H", "C", "H", "C", "C", "C", "C", "N", "H", "C", "C", "C", "C", "H", "H", "H"], "positions_angstrom": [[-3.23, -2.08, 0.89], [0.44, -0.82, -2.94], [2.89, 2.22, 1.47], [1.24, -0.18, -2.54], [-3.18, -1.25, 2.44], [4.32, 1.09, -3.36], [-1.98, -2.10, -1.42], [-2.74, 0.91, 1.42], [-0.44, -2.04, 0.66], [2.16, 1.13, -0.71], [-0.43, 0.11, -0.08], [-1.88, -0.61, -1.41], [-2.18, 1.33, -0.69], [-0.90, -2.82, -0.54], [0.60, -2.22, 0.95], [4.17, 1.92, -0.99], [-0.02, -3.02, -1.17], [-3.72, 0.56, -1.27], [3.35, 1.37, -1.46], [2.48, -0.31, -4.33], [-3.18, 0.11, 0.81], [3.85, 2.48, 1.02], [3.28, 3.09, 3.40], [0.48, 1.36, 2.52], [-4.26, 0.24, 0.91], [-0.87, -1.10, 2.52], [-1.79, -2.42, -2.46], [2.59, 2.52, 2.79], [-0.46, 0.96, 2.90], [-1.28, -1.39, 1.55], [1.37, 2.08, 3.33], [3.43, 0.88, -2.77], [-2.80, 0.36, -0.68], [0.75, 1.13, 1.21], [-1.29, -3.82, -0.25], [-2.76, -1.24, 1.42], [1.11, 0.37, -1.27], [1.95, 1.54, 0.68], [2.40, 0.10, -3.31], [-2.99, -2.48, -1.20], [-1.60, -0.22, -2.40], [1.09, 2.26, 4.37]], "homo_energy_ev": [-5.41, -6.78], "total_energy_ha": -2054.9276, "multiplicity": 5, "max_force_ev_per_a": 2.4, "total_charge": 0, "lumo_energy_ev": [0.00, -0.22], "gap_ev": [5.404, 6.566]}